## a
{
  "formula": "C4H10OS",
  "method": "the ωB97M-V functional and the def2-TZVPD basis",
  "multiplicity": 2,
  "total_charge": -1,
  "homo_energy_ev": [1.11, -4.75],
  "elements": ["C", "C", "S", "H", "H", "H", "H", "H", "H", "C", "C", "O", "H", "H", "H", "H"],
  "xyz": [[2.646, 1.472, 1.238], [1.508, 0.475, 1.426], [0.002, 1.033, 0.537], [2.093, 2.402, 1.329], [3.478, 1.531, 1.945], [3.205, 1.316, 0.317], [1.180, 0.308, 2.465], [1.828, -0.513, 1.068], [-0.887, 0.336, 1.375], [-2.312, -1.982, -1.032], [-2.022, -1.222, -2.077], [-2.619, 0.066, -2.115], [-1.945, -3.016, -0.981], [-3.062, -1.511, -0.411], [-1.236, -1.344, -2.847], [-1.857, 0.650, -2.236]]
}

---

## b
{
  "formula": "C4H10OS",
  "method": "the ωB97M-V functional and the def2-TZVPD basis",
  "multiplicity": 2,
  "total_charge": -1,
  "homo_energy_ev": [0.47, -3.02],
  "elements": ["C", "C", "S", "H", "H", "H", "H", "H", "H", "O", "C", "C", "H", "H", "H", "H"],
  "xyz": [[-1.606, -1.532, -0.129], [-1.337, -0.059, -0.287], [-2.790, 1.002, -0.099], [-2.083, -1.776, 0.821], [-2.164, -1.981, -0.945], [-0.644, -2.075, -0.112], [-0.895, 0.231, -1.245], [-0.537, 0.220, 0.411], [-3.479, 0.249, 0.774], [1.007, 1.881, -0.958], [1.832, 0.929, -0.659], [2.508, 0.764, 0.693], [2.044, 0.126, -1.380], [2.172, 1.464, 1.457], [2.374, -0.271, 1.045], [3.599, 0.829, 0.613]]
}

---

Stability summary: most stable b, least stable a.

---

## a
{
  "formula": "C5H8N2O2S",
  "method": "the ωB97M-V functional and the def2-TZVPD basis",
  "smiles": "CN1C(C(=O)O)=CN[C@H]1S",
  "homo_energy_ev": -7.86,
  "elements": ["C", "N", "C", "C", "O", "O", "C", "N", "C", "S", "H", "H", "H", "H", "H", "H", "H", "H"],
  "xyz": [[-0.371, -1.852, 0.337], [-0.387, -0.542, -0.135], [0.918, 0.176, -0.086], [2.120, -0.170, -0.884], [3.258, 0.139, -0.586], [1.933, -0.842, -2.018], [0.615, 1.325, 0.762], [-0.672, 1.299, 1.198], [-1.353, 0.330, 0.463], [-2.302, 1.251, -1.016], [-1.371, -2.159, 0.056], [0.387, -2.332, -0.132], [-0.347, -1.781, 1.432], [1.052, -1.155, -2.222], [1.344, 2.049, 1.120], [-1.181, 2.058, 1.767], [-2.041, -0.228, 0.891], [-1.602, 2.433, -0.947]]
}

---

## b
{
  "formula": "C5H8N2O2S",
  "method": "the ωB97M-V functional and the def2-TZVPD basis",
  "smiles": "CO[C@@]1(S)CC=C[N+]([O-])=N1",
  "homo_energy_ev": -9.32,
  "elements": ["C", "O", "C", "S", "C", "C", "C", "N", "O", "N", "H", "H", "H", "H", "H", "H", "H", "H"],
  "xyz": [[1.923, -0.906, -1.469], [1.094, 0.254, -1.414], [0.228, 0.507, -0.307], [0.197, 2.294, -0.291], [-1.249, 0.037, -0.498], [-1.929, -0.055, 0.808], [-1.229, -0.026, 1.956], [0.272, -0.174, 1.943], [0.730, -0.482, 3.034], [0.953, 0.100, 0.966], [2.755, -0.964, -0.692], [2.275, -1.059, -2.567], [1.410, -1.814, -1.315], [0.425, 2.306, -1.572], [-1.522, -0.923, -1.078], [-1.812, 0.863, -1.152], [-2.965, -0.026, 0.717], [-1.555, 0.069, 2.930]]
}

---

Stability summary: most stable a, least stable b.

---

## a
{
  "formula": "C34H33BF6O2S",
  "method": "the ωB97M-V functional and the def2-TZVPD basis",
  "homo_energy_ev": -4.86,
  "elements": ["C", "C", "C", "C", "C", "B", "C", "C", "C", "C", "F", "F", "F", "C", "C", "C", "F", "F", "F", "C", "O", "C", "C", "C", "C", "C", "C", "O", "S", "H", "H", "H", "H", "H", "H", "H", "H", "H", "H", "H", "H", "H", "H", "H", "H", "H", "H", "H", "H", "C", "C", "C", "C", "C", "C", "C", "C", "C", "C", "C", "C", "C", "C", "C", "H", "H", "H", "H", "H", "H", "H", "H", "H", "H", "H", "H", "H"],
  "xyz": [[-3.574, -3.110, 3.119], [-3.212, -2.530, 1.803], [-2.363, -3.112, 0.860], [-2.123, -2.271, -0.265], [-2.439, -0.870, 0.059], [2.147, 0.147, 1.794], [-2.810, 0.037, -1.103], [-3.025, 1.389, -0.771], [-2.917, 2.356, -1.761], [-2.920, 3.800, -1.333], [-3.543, 4.651, -2.191], [-3.495, 3.968, -0.104], [-1.616, 4.248, -1.214], [-2.743, 2.032, -3.106], [-2.550, 0.671, -3.406], [-2.372, 0.170, -4.833], [-1.494, -0.902, -4.834], [-3.537, -0.285, -5.388], [-1.850, 1.116, -5.674], [-2.561, -0.302, -2.422], [1.797, -0.624, 2.953], [3.071, -1.264, 3.112], [3.984, -0.286, 3.864], [2.926, -2.522, 3.932], [3.572, -1.495, 1.635], [5.048, -1.344, 1.405], [3.068, -2.828, 1.062], [2.996, -0.399, 0.867], [-3.777, -1.001, 1.278], [-3.212, -4.138, 3.215], [-3.139, -2.539, 3.955], [-4.665, -3.077, 3.228], [-2.021, -4.131, 0.944], [-1.467, -2.440, -1.108], [-3.242, 1.640, 0.243], [-2.676, 2.780, -3.883], [-2.389, -1.331, -2.725], [4.983, -0.697, 4.050], [4.123, 0.679, 3.370], [3.541, -0.105, 4.842], [3.836, -3.160, 3.835], [2.828, -2.269, 5.008], [2.054, -3.109, 3.609], [5.590, -2.109, 1.979], [5.242, -1.514, 0.347], [5.401, -0.358, 1.699], [3.523, -3.645, 1.651], [1.967, -2.945, 1.119], [3.400, -2.924, 0.011], [-1.007, -0.426, 0.622], [-0.730, 0.820, 1.517], [-1.697, 1.191, 2.486], [-1.889, 2.545, 2.840], [-1.010, 3.513, 2.319], [0.143, 3.107, 1.644], [0.366, 1.725, 1.372], [0.064, -0.358, -0.561], [0.108, 0.764, -1.275], [0.719, 0.901, -2.611], [0.586, 2.103, -3.352], [0.895, 2.136, -4.699], [1.432, 1.005, -5.328], [1.694, -0.150, -4.577], [1.358, -0.202, -3.221], [-0.664, -1.292, 1.267], [-2.414, 0.437, 2.938], [-2.773, 2.822, 3.447], [-1.209, 4.578, 2.421], [0.869, 3.860, 1.270], [1.335, 1.520, 0.802], [0.682, -1.218, -0.866], [-0.435, 1.666, -0.903], [0.183, 2.995, -2.857], [0.697, 3.045, -5.284], [1.646, 1.018, -6.403], [2.134, -1.030, -5.052], [1.554, -1.125, -2.683]]
}

---

## b
{
  "formula": "C34H33BF6O2S",
  "method": "the ωB97M-V functional and the def2-TZVPD basis",
  "smiles": "CC1(C)OB([C@H](/C=C/c2ccccc2)c2ccccc2)OC1(C)C.Cc1ccc(-c2cc(C(F)(F)F)cc(C(F)(F)F)c2)s1",
  "homo_energy_ev": -8.07,
  "elements": ["C", "C", "C", "O", "B", "C", "C", "C", "C", "C", "C", "C", "C", "C", "C", "C", "C", "C", "C", "C", "O", "C", "C", "C", "H", "H", "H", "H", "H", "H", "H", "H", "H", "H", "H", "H", "H", "H", "H", "H", "H", "H", "H", "H", "H", "H", "H", "H", "H", "C", "C", "C", "C", "C", "C", "C", "C", "C", "F", "F", "F", "C", "C", "C", "F", "F", "F", "C", "S", "H", "H", "H", "H", "H", "H", "H", "H"],
  "xyz": [[-4.313, -0.929, 2.040], [-3.502, -0.489, 0.827], [-4.180, 0.725, 0.197], [-2.234, 0.003, 1.279], [-1.290, -0.854, 0.772], [0.182, -0.422, 1.170], [1.279, -1.047, 0.394], [2.588, -0.872, 0.669], [3.671, -1.624, 0.051], [5.001, -1.125, -0.005], [5.970, -1.778, -0.760], [5.682, -2.996, -1.386], [4.406, -3.553, -1.255], [3.410, -2.876, -0.550], [-0.041, -1.110, 2.534], [-0.408, -0.398, 3.681], [-0.886, -1.061, 4.804], [-0.999, -2.465, 4.805], [-0.542, -3.193, 3.703], [-0.080, -2.528, 2.575], [-1.696, -1.909, 0.017], [-3.122, -1.694, -0.158], [-3.790, -3.030, 0.117], [-3.359, -1.324, -1.616], [-5.328, -1.217, 1.729], [-3.838, -1.767, 2.572], [-4.398, -0.082, 2.732], [-5.129, 0.444, -0.278], [-4.397, 1.448, 0.993], [-3.524, 1.242, -0.518], [0.304, 0.660, 1.228], [0.969, -1.718, -0.402], [2.880, -0.093, 1.378], [5.244, -0.198, 0.532], [6.960, -1.333, -0.887], [6.441, -3.503, -1.976], [4.164, -4.505, -1.727], [2.396, -3.278, -0.449], [-0.294, 0.692, 3.667], [-1.197, -0.482, 5.671], [-1.397, -2.981, 5.677], [-0.571, -4.290, 3.705], [0.252, -3.095, 1.703], [-4.879, -2.931, 0.044], [-3.442, -3.743, -0.644], [-3.530, -3.436, 1.106], [-4.438, -1.214, -1.776], [-2.834, -0.405, -1.919], [-2.997, -2.137, -2.259], [-3.730, 5.223, -1.915], [-2.733, 4.127, -1.879], [-2.586, 3.123, -2.828], [-1.373, 2.395, -2.710], [-0.545, 2.836, -1.681], [0.807, 2.404, -1.416], [1.536, 2.918, -0.323], [2.863, 2.572, -0.151], [3.628, 3.025, 1.056], [4.627, 3.906, 0.746], [2.852, 3.614, 2.007], [4.240, 1.943, 1.662], [3.523, 1.740, -1.054], [2.821, 1.255, -2.149], [3.505, 0.381, -3.167], [3.016, -0.903, -3.084], [3.283, 0.786, -4.445], [4.861, 0.322, -2.990], [1.459, 1.498, -2.283], [-1.413, 4.066, -0.770], [-4.168, 5.281, -2.916], [-4.542, 5.137, -1.184], [-3.206, 6.161, -1.707], [-3.325, 2.984, -3.608], [-1.096, 1.581, -3.372], [1.045, 3.592, 0.359], [4.562, 1.475, -0.891], [0.921, 1.035, -3.112]]
}

---

Stability summary: most stable b, least stable a.

---

## a
{
  "formula": "C7H11NO2",
  "method": "the ωB97M-V functional and the def2-TZVPD basis",
  "smiles": "C=C1OC(=O)N[C@@]1(C)CC",
  "homo_energy_ev": -9.47,
  "elements": ["C", "C", "O", "C", "O", "N", "C", "C", "C", "C", "H", "H", "H", "H", "H", "H", "H", "H", "H", "H", "H"],
  "xyz": [[-0.095, 2.247, 0.564], [0.583, 1.172, 0.175], [1.847, 0.809, 0.449], [2.225, -0.371, -0.094], [3.277, -0.930, 0.084], [1.121, -0.818, -0.785], [-0.066, -0.054, -0.652], [-0.669, 0.404, -1.988], [-1.155, -0.683, 0.283], [-0.503, -1.198, 1.671], [0.485, 3.005, 1.158], [-1.125, 2.303, 0.536], [1.098, -1.841, -1.098], [-0.777, -0.504, -2.695], [-0.108, 1.231, -2.419], [-1.639, 0.631, -1.739], [-1.846, -0.006, 0.683], [-1.755, -1.500, -0.113], [-1.082, -1.051, 2.560], [0.429, -0.613, 1.798], [-0.245, -2.233, 1.622]]
}

---

## b
{
  "formula": "C7H11NO2",
  "method": "the ωB97M-V functional and the def2-TZVPD basis",
  "smiles": "CCC=C=CCN.O=C=O",
  "homo_energy_ev": -8.74,
  "elements": ["C", "C", "C", "C", "C", "C", "N", "H", "H", "H", "H", "H", "H", "H", "H", "H", "H", "H", "O", "C", "O"],
  "xyz": [[-1.143, 1.474, 0.655], [-0.276, 2.223, -0.379], [0.711, 1.289, -0.991], [0.859, -0.065, -0.646], [1.061, -1.426, -0.233], [2.169, -1.691, 0.626], [3.299, -2.303, -0.095], [-1.794, 0.630, 0.128], [-0.482, 1.131, 1.396], [-1.894, 2.198, 1.173], [-0.903, 2.665, -1.178], [0.333, 3.016, -0.011], [1.457, 1.687, -1.656], [0.410, -2.130, -0.516], [1.965, -2.342, 1.452], [2.481, -0.762, 1.034], [2.907, -2.824, -0.898], [3.987, -1.617, -0.492], [-5.561, 0.587, 0.561], [-5.066, -0.384, 0.211], [-4.520, -1.355, -0.140]]
}

---

Stability summary: most stable a, least stable b.